Entry from the OMol25 dataset: a structure of composition C15H13FeN5O3 (the ωB97M-V functional and the def2-TZVPD basis).

Properties
Orbital gap (spin up / spin down) in eV: 2.210 / 5.750
Charge: -2
Energy relative to the best compared isomer or geometry (same formula, charge and spin) in eV: 0.000
⟨S²⟩: 6.1097
HOMO energy (spin up / spin down) in eV: 2.644 / -1.083
E_tot in Eh: -2342.4591
2S+1: 5

```
37
Properties=species:S:1:pos:R:3:mulliken_spin:R:1
O -3.805 1.464 2.606 -0.011
C -3.312 0.482 3.008 0.036
Fe -2.275 -0.682 3.837 1.914
C -3.214 -0.672 5.350 0.082
O -4.089 -0.514 6.108 0.002
C -1.084 0.505 4.259 -0.015
O -0.544 1.540 4.321 -0.014
C 0.266 -0.631 -0.489 0.032
C 0.794 -0.417 0.970 0.016
C 0.460 -1.532 1.960 0.140
C -0.946 -1.594 2.559 0.134
C -2.070 -1.626 1.730 0.293
C -2.139 -1.135 0.374 -0.190
C -1.208 -0.834 -0.577 0.441
H 0.749 -1.512 -0.959 -0.024
H 1.888 -0.422 0.871 0.004
H 0.477 0.553 1.389 0.036
H 0.679 -2.505 1.466 -0.004
H 1.158 -1.412 2.808 0.010
H -0.970 -2.145 3.540 0.024
H -2.979 -2.180 2.049 0.084
H -3.177 -1.097 0.009 0.025
H -1.579 -0.773 -1.610 0.017
N 3.191 2.706 -4.556 0.044
C 2.533 1.610 -4.132 0.445
N 2.547 0.513 -4.917 -0.127
C 1.870 -0.571 -4.515 0.273
N 1.171 -0.703 -3.345 0.098
C 1.146 0.369 -2.595 0.050
C 1.819 1.582 -2.901 -0.081
N 1.731 2.422 -1.818 -0.034
C 0.982 1.790 -0.896 0.309
N 0.647 0.509 -1.301 -0.034
H 3.223 3.571 -4.036 0.004
H 3.543 2.655 -5.499 -0.016
H 1.870 -1.456 -5.151 0.020
H 0.648 2.143 0.082 0.017
```

---

Entry from the OMol25 dataset: a structure of composition C32H28CdN3O2S3SbTe (the ωB97M-V functional and the def2-TZVPD basis).

Properties
Orbital gap (spin up / spin down) in eV: 6.259 / 6.128
Charge: -1
⟨S²⟩: 0.7778
HOMO energy (spin up / spin down) in eV: -4.999 / -4.948
E_tot in Eh: -3421.3727
2S+1: 2

```
71
Properties=species:S:1:pos:R:3:mulliken_spin:R:1
Cd -16.452 7.826 7.770 0.003
S -11.432 9.080 10.572 0.000
Sb -13.063 8.053 9.543 0.000
S -15.267 8.704 9.938 0.000
S -12.340 6.941 7.785 0.000
C -23.045 8.859 5.318 -0.009
C -21.827 8.161 5.991 0.097
C -21.789 7.796 7.271 -0.015
C -20.687 7.351 8.047 0.146
C -21.095 6.373 9.073 -0.026
O -20.299 5.918 9.856 0.085
C -22.445 5.877 9.039 0.002
C -23.280 6.375 10.024 0.000
C -24.571 5.806 10.193 0.000
C -25.055 4.969 9.240 -0.001
C -24.205 4.505 8.234 0.000
C -22.915 4.990 8.097 0.008
C -19.410 7.806 7.853 0.018
O -18.486 7.302 8.633 -0.007
C -18.993 8.825 6.947 0.661
C -20.627 8.106 5.086 0.005
C -17.367 8.051 5.054 0.034
N -15.983 8.242 5.679 0.000
C -14.999 7.377 5.122 0.004
C -14.948 5.743 5.219 -0.001
Te -15.038 5.189 7.297 0.000
C -16.953 4.160 7.276 0.000
C -17.469 3.273 6.350 -0.001
C -18.594 2.555 6.684 0.002
C -19.355 2.736 7.843 -0.004
C -18.906 3.773 8.683 0.006
C -17.668 4.402 8.448 -0.001
C -17.313 8.274 3.494 0.001
C -17.249 9.636 3.035 0.000
C -17.187 9.918 1.670 -0.001
C -16.983 8.908 0.773 0.001
C -16.998 7.625 1.280 -0.001
C -17.217 7.270 2.631 -0.002
H -23.220 8.238 4.384 0.004
H -22.696 9.858 4.971 0.004
H -23.926 9.035 5.854 0.001
H -22.710 7.973 7.775 0.001
H -22.899 7.058 10.811 0.001
H -25.274 6.173 10.945 0.000
H -26.085 4.697 9.170 0.000
H -24.701 4.009 7.452 0.000
H -22.219 4.596 7.339 0.001
H -21.189 8.090 4.183 -0.004
H -14.014 7.620 5.422 0.001
H -14.988 7.649 4.049 0.000
H -14.156 5.256 4.660 0.000
H -15.881 5.395 4.846 0.001
H -16.983 3.055 5.417 0.000
H -19.013 1.882 5.941 0.000
H -20.345 2.241 7.904 0.000
H -19.414 4.072 9.542 0.001
H -17.391 5.167 9.133 -0.001
H -17.378 10.438 3.738 -0.001
H -17.356 10.887 1.257 0.000
H -16.818 9.013 -0.330 0.000
H -16.793 6.782 0.578 0.000
H -17.283 6.200 2.838 0.000
N -20.179 6.685 5.095 0.007
C -19.697 9.166 5.702 -0.049
C -18.117 9.114 5.765 0.020
N -17.688 6.677 5.459 0.015
C -18.907 6.215 5.205 -0.001
H -20.971 6.088 5.107 0.000
H -19.965 10.177 5.582 -0.005
H -17.583 10.093 5.692 0.006
H -18.947 5.122 5.203 -0.004
```

---

Entry from the OMol25 dataset: a cluster of 2 separate species, C4HClF4 in total (the ωB97M-V functional and the def2-TZVPD basis).

Properties
Orbital gap (spin up / spin down) in eV: 5.923 / 8.793
Charge: 0
Energy relative to the best compared isomer or geometry (same formula, charge and spin) in eV: 3.292
⟨S²⟩: 2.0065
HOMO energy (spin up / spin down) in eV: -5.293 / -10.911
E_tot in Eh: -1012.3414
2S+1: 3

```
10
Properties=species:S:1:pos:R:3:mulliken_spin:R:1
C -0.708 -2.354 -1.709 -0.004
C -0.238 -2.032 -0.691 0.006
C -3.535 -0.130 0.570 0.860
C -2.758 0.926 0.381 0.860
F 0.248 -1.707 0.472 0.001
F -4.095 -0.387 1.686 0.069
F -2.403 1.742 1.363 0.053
F -2.179 1.204 -0.808 0.044
Cl -3.975 -1.184 -0.722 0.111
H -0.617 -2.536 -2.705 0.001
```